[1]
Computed, not measured: 11 unconnected molecules or ions with the total composition C22H66O11S9, with ωB97M-V/def2-TZVPD.

Each line ends with the Löwdin charge.
Geometry (Å):
C: 0.542 -0.549 -0.325  -0.093
C: 0.023 0.620 0.429  -0.304
O: -1.272 0.922 -0.145  -0.150
H: 0.606 -0.368 -1.454  0.102
H: 0.158 -1.715 -0.166  0.121
H: 1.542 -0.400 -0.093  0.011
H: 0.704 1.615 0.564  0.133
H: -0.208 0.405 1.481  0.099
H: -1.679 1.705 0.149  -0.059
C: 2.840 -2.439 -2.697  -0.136
C: 4.048 -1.709 -2.390  -0.350
O: 4.604 -1.348 -3.630  -0.033
H: 3.069 -3.212 -3.381  0.064
H: 1.977 -2.175 -3.172  0.035
H: 2.460 -2.941 -1.605  0.089
H: 4.794 -2.201 -1.787  0.095
H: 3.633 -0.848 -1.521  0.162
H: 4.352 -0.501 -3.814  -0.035
C: -0.988 -3.380 4.701  -0.288
S: -0.745 -2.723 3.090  0.793
O: -0.744 -3.960 2.128  -0.573
C: -2.224 -1.755 2.846  -0.261
H: -1.894 -4.103 4.669  0.098
H: -1.355 -2.549 5.367  0.063
H: 0.097 -3.577 5.016  0.081
H: -2.984 -2.398 2.902  -0.011
H: -2.208 -1.212 1.836  0.084
H: -2.413 -1.099 3.721  0.075
C: 4.744 -4.042 2.066  -0.240
S: 3.184 -3.209 2.413  0.883
O: 3.533 -1.819 2.876  -0.643
C: 2.520 -3.021 0.683  -0.236
H: 5.436 -4.123 2.833  0.035
H: 5.113 -3.698 1.139  0.030
H: 4.510 -5.066 1.800  0.056
H: 1.773 -2.344 0.639  -0.055
H: 2.195 -3.963 0.161  0.059
H: 3.430 -2.737 -0.069  0.082
C: -4.878 0.971 0.535  -0.220
S: -5.261 1.818 2.094  0.840
O: -6.390 2.721 1.677  -0.543
C: -5.783 0.361 2.985  -0.272
H: -4.123 0.383 0.605  -0.033
H: -4.874 1.865 -0.030  0.037
H: -5.591 0.415 0.050  0.048
H: -6.652 -0.099 2.578  0.047
H: -5.873 0.618 3.965  -0.008
H: -4.998 -0.532 3.090  0.099
C: -3.188 3.881 -2.500  -0.245
S: -1.727 4.581 -3.381  0.849
O: -1.213 5.748 -2.429  -0.602
C: -0.703 3.308 -2.982  -0.362
H: -4.069 4.609 -2.458  0.079
H: -2.852 3.724 -1.329  0.098
H: -3.421 3.013 -3.126  0.024
H: 0.273 3.365 -3.486  0.048
H: -1.116 2.455 -3.526  0.024
H: -0.649 3.074 -1.830  0.104
C: -1.983 -0.356 -4.045  -0.237
S: -3.181 -0.119 -2.707  0.877
O: -4.584 0.157 -3.409  -0.598
C: -3.349 -1.951 -2.354  -0.171
H: -1.373 -0.992 -3.378  0.035
H: -1.686 0.608 -4.477  0.045
H: -2.403 -0.896 -4.808  0.028
H: -4.047 -2.290 -2.914  -0.005
H: -3.612 -2.002 -1.336  0.044
H: -2.501 -2.514 -2.435  -0.024
C: 3.101 2.596 -1.456  -0.296
S: 4.330 2.558 -2.752  0.884
O: 4.164 1.288 -3.639  -0.554
C: 3.847 3.922 -3.842  -0.163
H: 3.318 2.007 -0.571  0.021
H: 2.044 2.320 -2.078  0.121
H: 3.048 3.589 -0.855  0.088
H: 2.965 3.829 -3.836  -0.086
H: 4.396 4.066 -4.691  0.057
H: 3.901 4.692 -3.147  0.046
C: -1.643 5.440 0.892  -0.247
S: -1.983 4.141 2.030  0.897
O: -2.122 2.861 1.106  -0.583
C: -0.392 3.862 2.747  -0.322
H: -1.022 4.928 0.063  0.087
H: -1.301 6.138 1.488  -0.016
H: -2.734 5.606 0.581  0.094
H: 0.513 3.552 1.966  0.101
H: -0.279 3.182 3.592  0.033
H: 0.270 4.755 3.217  0.101
C: 2.636 1.223 5.658  -0.309
S: 2.481 -0.106 4.469  0.900
O: 0.896 -0.339 4.385  -0.609
C: 3.011 0.816 3.019  -0.257
H: 2.199 2.257 5.339  0.076
H: 3.681 1.725 5.612  0.076
H: 2.481 1.094 6.712  0.034
H: 2.434 1.703 2.669  0.075
H: 3.031 0.317 2.072  0.037
H: 3.937 0.946 3.065  -0.036
C: -0.972 -3.768 -1.039  -0.250
S: -0.728 -5.367 -1.911  0.850
O: -1.771 -5.439 -3.037  -0.572
C: 0.779 -4.991 -2.755  -0.286
H: -0.984 -3.005 -1.806  0.038
H: -0.332 -3.823 -0.267  -0.035
H: -1.704 -3.872 -0.329  0.028
H: 1.646 -5.007 -1.849  0.121
H: 0.482 -4.020 -3.272  0.071
H: 1.013 -5.678 -3.450  -0.004

The net charge is 0.

=====

[2]
Computed, not measured: a molecular structure, C33H33N8O6RbS, with ωB97M-V/def2-TZVPD.

Each line ends with the Löwdin charge.
Geometry (Å):
Rb: 0.453 -0.105 0.062  0.872
C: -2.052 0.323 -2.523  -0.072
N: -2.298 0.098 -1.105  -0.256
C: -2.918 1.245 -0.485  -0.108
C: -2.850 -1.175 -0.791  -0.192
C: -4.076 -1.305 -0.151  -0.048
C: -4.608 -2.554 0.169  -0.146
C: -3.900 -3.691 -0.182  -0.136
C: -2.669 -3.582 -0.813  -0.048
C: -2.077 -2.338 -1.101  -0.264
N: -0.789 -2.184 -1.521  -0.014
C: -0.226 -2.967 -2.461  -0.266
C: -0.936 -3.672 -3.462  -0.054
C: -0.294 -4.329 -4.502  -0.149
C: 1.088 -4.336 -4.590  -0.153
C: 1.820 -3.682 -3.594  -0.062
C: 1.207 -3.020 -2.546  -0.194
N: 1.956 -2.363 -1.523  -0.237
C: 3.324 -2.019 -1.840  -0.108
C: 1.863 -3.056 -0.246  -0.113
H: -2.995 0.519 -3.062  0.085
H: -1.564 -0.547 -2.954  0.077
H: -1.389 1.182 -2.646  0.075
H: -3.923 1.466 -0.889  0.082
H: -2.289 2.119 -0.667  0.088
H: -2.991 1.099 0.594  0.082
H: -4.638 -0.418 0.111  0.092
H: -5.557 -2.624 0.688  0.083
H: -4.294 -4.674 0.057  0.085
H: -2.099 -4.475 -1.044  0.104
H: -2.019 -3.648 -3.430  0.095
H: -0.890 -4.826 -5.262  0.081
H: 1.597 -4.835 -5.406  0.072
H: 2.902 -3.694 -3.649  0.087
H: 3.987 -2.901 -1.908  0.077
H: 3.712 -1.360 -1.061  0.059
H: 3.360 -1.479 -2.786  0.095
H: 2.415 -4.012 -0.266  0.086
H: 0.818 -3.255 -0.011  0.075
H: 2.284 -2.441 0.553  0.074
N: 1.795 7.501 1.740  0.068
C: 1.915 6.363 0.915  -0.335
C: 2.804 6.362 -0.157  -0.047
C: 2.955 5.230 -0.942  -0.069
C: 2.213 4.093 -0.669  -0.284
C: 1.330 4.084 0.402  -0.043
C: 1.184 5.211 1.193  -0.032
S: 2.380 2.633 -1.673  0.554
O: 1.023 2.174 -1.905  -0.400
O: 3.139 3.017 -2.842  -0.332
N: 3.061 1.523 -0.753  -0.124
C: 4.310 1.681 -0.283  -0.466
N: 4.798 0.626 0.420  0.111
C: 6.014 0.742 0.915  -0.176
C: 6.803 1.875 0.766  -0.103
C: 6.218 2.902 0.039  -0.169
N: 5.009 2.832 -0.481  0.119
H: 1.965 8.365 1.249  0.071
H: 0.912 7.540 2.227  0.074
H: 3.386 7.254 -0.367  0.100
H: 3.650 5.206 -1.770  0.105
H: 0.749 3.196 0.615  0.112
H: 0.495 5.199 2.031  0.110
H: 6.382 -0.114 1.478  0.096
H: 7.794 1.951 1.190  0.075
H: 6.748 3.839 -0.123  0.097
O: -0.323 -1.481 2.561  -0.099
C: -1.166 -0.598 2.819  -0.719
O: -1.082 0.636 2.621  -0.091
C: -2.493 -1.088 3.409  -0.102
C: -2.877 -2.414 3.244  -0.004
C: -4.101 -2.866 3.723  -0.071
C: -4.947 -2.005 4.396  -0.025
C: -4.549 -0.684 4.559  -0.152
C: -3.348 -0.210 4.060  0.059
N: -5.440 0.231 5.280  -0.360
O: -6.497 -0.210 5.707  0.033
O: -5.088 1.385 5.429  0.060
H: -2.199 -3.068 2.711  0.121
H: -4.403 -3.893 3.561  0.101
H: -5.901 -2.326 4.787  0.105
H: -3.063 0.828 4.158  0.124

The net charge is -2.

=====

The LUMO results, record by record, are as follows: -0.162; 3.741 eV.
The energy relative to the best compared isomer or geometry (same formula, charge and spin) results, record by record, are as follows: 88.4; 3.5 kcal per mole.
The Kohn-Sham gap results, record by record, are as follows: 8.527; 4.889 eV.